Record 1
This record from the Open Molecules 2025 dataset describes the molecule C19H23N3O2 in a non-equilibrium geometry. The level of theory is ωB97M-V with the def2-TZVPD basis set.

ORCA input file:
```
! wB97M-V def2-TZVPD RIJCOSX def2/J DEFGRID3
* xyz 0 1
C -6.659 -0.671 0.755
C -5.284 -0.233 0.348
C -5.076 1.106 -0.016
C -3.842 1.584 -0.398
C -2.791 0.679 -0.408
O -1.501 0.914 -0.733
C -0.840 -0.280 -0.596
C 0.585 -0.402 -0.975
O 0.945 -1.404 -1.590
N 1.458 0.569 -0.630
C 2.789 0.512 -1.227
C 3.902 0.093 -0.323
N 4.788 0.943 0.147
C 5.671 0.213 0.871
C 5.315 -1.103 0.833
N 4.186 -1.177 0.066
C 3.511 -2.403 -0.258
C 1.096 1.740 0.160
C 0.923 2.974 -0.728
C 2.104 2.003 1.275
C -1.684 -1.282 -0.202
C -1.358 -2.709 0.054
C -2.970 -0.670 -0.054
C -4.231 -1.125 0.329
H -7.004 -0.093 1.612
H -6.670 -1.725 1.021
H -7.365 -0.511 -0.059
H -5.919 1.781 0.005
H -3.691 2.615 -0.677
H 3.047 1.507 -1.595
H 2.722 -0.180 -2.072
H 6.498 0.679 1.367
H 5.756 -1.975 1.272
H 3.228 -2.926 0.658
H 2.613 -2.197 -0.840
H 4.171 -3.050 -0.839
H 0.136 1.518 0.632
H 1.877 3.304 -1.129
H 0.501 3.786 -0.142
H 0.246 2.753 -1.549
H 3.074 2.288 0.878
H 2.231 1.115 1.890
H 1.732 2.807 1.906
H -0.363 -2.937 -0.315
H -1.408 -2.923 1.122
H -2.079 -3.348 -0.452
H -4.375 -2.159 0.605
*
```

For the HOMO energy, the calculation gives -8.46 eV. The value obtained for the electronic energy is -1052.5840 Eh. As for the SMILES: Cc1ccc2oc(C(=O)N(Cc3nccn3C)C(C)C)c(C)c2c1. The orbital gap comes out at 9.03 eV. For the energy above the lowest of the compared OMol25 structures with the same formula, charge and spin, the calculation gives 1.327 eV.


Record 2
This record from the Open Molecules 2025 dataset describes a structure of composition C39H57CoN7O3. The level of theory is ωB97M-V with the def2-TZVPD basis set.

ORCA input file:
```
! wB97M-V def2-TZVPD RIJCOSX def2/J DEFGRID3
* xyz 1 5
Co 0.141 0.078 0.356
C 5.179 1.090 -0.563
C 4.636 0.056 0.429
C 5.723 -0.296 1.453
C 4.132 -1.194 -0.268
C 4.930 -1.750 -1.250
C 4.527 -2.871 -1.959
C 3.308 -3.475 -1.678
C 2.436 -2.955 -0.743
C 1.221 -3.799 -0.392
C 0.912 -3.863 1.104
C -0.021 -3.443 -1.209
C 2.830 -1.774 -0.040
N 1.939 -1.176 0.807
C 2.341 -0.971 2.148
O 2.971 -1.797 2.759
C 1.870 0.318 2.746
C 2.272 0.825 3.965
C 1.838 2.110 4.293
C 1.054 2.837 3.408
C 0.687 2.237 2.211
N 1.090 1.010 1.929
C -0.118 2.901 1.105
O -0.343 4.102 1.197
N -0.451 2.037 0.136
C -0.983 2.590 -1.067
C -2.355 2.518 -1.364
C -2.779 2.928 -2.626
C -1.896 3.419 -3.572
C -0.557 3.531 -3.247
C -0.081 3.127 -2.005
C 1.388 3.356 -1.680
C 2.341 2.711 -2.692
C 1.660 4.860 -1.565
C -3.447 2.016 -0.422
C -3.336 2.452 1.039
C -3.642 0.501 -0.523
H 5.322 2.046 -0.057
H 6.149 0.789 -0.962
H 4.498 1.246 -1.400
H 3.806 0.541 0.937
H 6.598 -0.700 0.940
H 6.037 0.604 1.985
H 5.387 -1.033 2.178
H 5.888 -1.299 -1.472
H 5.175 -3.292 -2.716
H 3.043 -4.396 -2.183
H 1.509 -4.811 -0.690
H 0.467 -2.935 1.467
H 0.205 -4.675 1.290
H 1.809 -4.057 1.693
H -0.443 -2.494 -0.884
H 0.208 -3.353 -2.272
H -0.778 -4.222 -1.090
H 2.910 0.245 4.615
H 2.134 2.550 5.237
H 0.728 3.848 3.609
H -3.838 2.879 -2.859
H -2.256 3.746 -4.540
H 0.130 3.962 -3.968
H 1.597 2.903 -0.712
H 2.042 2.904 -3.724
H 3.351 3.108 -2.569
H 2.415 1.628 -2.548
H 1.501 5.355 -2.526
H 0.995 5.313 -0.831
H 2.693 5.040 -1.261
H -4.364 2.471 -0.808
H -2.622 1.836 1.584
H -3.019 3.491 1.127
H -4.311 2.345 1.523
H -2.706 -0.019 -0.314
H -4.391 0.162 0.199
H -3.987 0.222 -1.521
C -5.085 -1.085 3.282
C -3.936 -2.033 3.605
N -2.948 -2.149 2.526
C -3.057 -3.327 1.668
C -4.193 -3.259 0.656
C -1.994 -1.217 2.336
C -1.782 -0.199 3.419
N -1.242 -1.167 1.277
H -5.777 -1.041 4.124
H -5.638 -1.419 2.405
H -4.730 -0.073 3.085
H -4.321 -3.037 3.786
H -3.438 -1.729 4.525
H -3.179 -4.192 2.323
H -2.108 -3.483 1.154
H -5.167 -3.278 1.143
H -4.144 -4.118 -0.014
H -4.127 -2.347 0.059
H -1.394 -0.683 4.318
H -2.707 0.310 3.681
H -1.069 0.544 3.083
H -1.518 -1.858 0.587
C -2.012 -0.930 -4.704
N -1.668 -0.903 -3.296
C -0.558 -0.338 -2.791
N 0.365 0.126 -3.655
O -0.388 -0.268 -1.559
H -2.975 -1.420 -4.815
H -1.279 -1.498 -5.279
H -2.099 0.079 -5.115
H -2.352 -1.170 -2.611
H 0.144 0.242 -4.628
H 1.074 0.727 -3.272
*
```

For the HOMO energy (alpha / beta), the calculation gives -10.36 / -10.52 eV. The value obtained for the electronic energy is -3512.0091 Eh. The expectation value of S² is 6.037. The orbital gap (alpha / beta) comes out at 7.72 / 5.51 eV. For the energy above the lowest of the compared OMol25 structures with the same formula, charge and spin, the calculation gives 0.723 eV.


Record 3
This record from the Open Molecules 2025 dataset describes a cluster of 3 separate species, C31H61BIN3O7PS in total in a non-equilibrium geometry. The level of theory is ωB97M-V with the def2-TZVPD basis set.

ORCA input file:
```
! wB97M-V def2-TZVPD RIJCOSX def2/J DEFGRID3
* xyz -1 1
C -3.923 0.890 5.002
C -4.093 -0.641 5.534
C -3.382 -1.699 4.566
C -1.752 -1.601 4.547
C -1.208 -1.007 5.965
C -1.030 -2.994 4.148
P -0.958 -4.187 5.614
S -2.467 -4.158 6.837
O 0.381 -2.576 4.072
B 0.830 -2.099 2.730
I 2.797 -2.936 2.037
C 1.026 -0.471 2.658
C 1.692 0.114 3.986
N 2.716 -0.456 4.609
O -0.330 -2.564 1.919
C -1.159 -3.550 2.636
C -2.553 -3.386 1.860
C -2.677 -4.139 0.459
C -1.741 -3.531 -0.716
C -0.454 -4.923 2.203
O 0.581 -5.405 3.083
C 1.328 -6.473 2.565
C 1.470 -6.921 1.098
C 2.382 -8.099 0.687
C 3.221 -8.879 1.724
C 3.082 -8.468 3.209
C 2.167 -7.291 3.617
H -2.837 1.182 4.822
H -4.452 0.994 3.977
H -4.484 1.569 5.726
H -3.851 -0.756 6.641
H -5.231 -0.843 5.442
H -3.761 -2.776 4.690
H -3.702 -1.399 3.492
H -1.535 -0.755 3.791
H -0.111 -1.242 6.157
H -1.803 -1.376 6.862
H -1.279 0.143 5.887
H 0.218 -3.818 6.373
H -0.750 -5.566 5.228
H 0.011 0.028 2.491
H 1.716 -0.233 1.783
H 1.260 1.094 4.399
H 2.937 0.169 5.409
H -3.422 -3.735 2.539
H -2.720 -2.251 1.729
H -2.586 -5.290 0.527
H -3.763 -3.964 0.092
H -0.841 -4.235 -0.894
H -2.304 -3.430 -1.719
H -1.295 -2.509 -0.451
H -0.090 -4.753 1.121
H -1.285 -5.735 2.198
H 0.906 -6.368 0.283
H 2.450 -8.348 -0.420
H 3.922 -9.724 1.438
H 3.667 -8.971 4.064
H 2.098 -7.000 4.729
C 3.592 4.108 -3.095
O 3.384 4.820 -1.887
C 2.217 5.648 -1.911
C 1.144 5.094 -0.974
N 0.569 3.853 -1.491
C -0.270 3.142 -0.524
C 0.408 2.618 0.753
O 1.341 1.571 0.525
C 2.644 2.004 0.164
H 4.579 3.645 -3.048
H 2.849 3.313 -3.213
H 3.562 4.777 -3.960
H 1.832 5.789 -2.926
H 2.527 6.630 -1.540
H 0.348 5.839 -0.859
H 1.611 4.938 0.005
H 1.321 3.233 -1.774
H -0.694 2.281 -1.051
H -1.112 3.785 -0.243
H -0.378 2.181 1.378
H 0.856 3.418 1.354
H 2.908 2.959 0.626
H 2.730 2.067 -0.923
H 3.356 1.248 0.502
C -2.701 2.846 -7.016
O -1.432 2.308 -6.685
C -0.542 2.228 -7.800
C 0.601 3.231 -7.652
N 0.131 4.606 -7.816
C 1.115 5.618 -7.432
C 1.558 5.654 -5.959
O 0.533 6.052 -5.055
C -0.331 5.003 -4.637
H -3.360 2.711 -6.156
H -2.629 3.918 -7.223
H -3.140 2.329 -7.875
H -1.065 2.352 -8.755
H -0.120 1.219 -7.788
H 1.366 3.020 -8.408
H 1.047 3.079 -6.663
H -0.699 4.740 -7.248
H 0.672 6.591 -7.669
H 2.001 5.513 -8.068
H 2.337 6.420 -5.876
H 2.025 4.718 -5.634
H 0.180 4.038 -4.584
H -1.195 4.944 -5.302
H -0.705 5.249 -3.642
*
```

For the HOMO energy, the calculation gives -4.85 eV. The value obtained for the electronic energy is -2970.6241 Eh. The orbital gap comes out at 6.91 eV.


Record 4
This record from the Open Molecules 2025 dataset describes a structure of composition C18H37BBr2ClKLiN3O21P2S2 in a non-equilibrium geometry. The level of theory is ωB97M-V with the def2-TZVPD basis set.

ORCA input file:
```
! wB97M-V def2-TZVPD RIJCOSX def2/J DEFGRID3
* xyz -2 1
O 0.148 -1.869 -2.791
C -0.726 -0.960 -2.857
O -2.119 -1.110 -3.219
C -2.898 0.140 -3.055
C -3.654 -0.145 -1.677
P -4.919 1.159 -1.172
O -6.220 0.424 -0.782
O -4.437 1.997 0.257
O -5.311 2.251 -2.418
C -1.725 1.225 -3.121
B -2.029 2.788 -2.806
O -2.542 3.321 -1.587
O -1.701 3.752 -3.872
C -0.351 0.568 -2.577
P 0.306 1.103 -0.892
S -0.739 0.515 0.640
H -3.493 0.152 -4.026
H -2.974 -0.341 -0.784
H -4.252 -1.120 -1.836
H -3.482 1.822 0.429
H -5.239 3.171 -2.060
H -1.501 1.248 -4.258
H -1.928 3.984 -1.188
H -0.874 3.352 -4.268
H 0.419 1.037 -3.299
H 1.641 0.559 -0.737
H 0.445 2.547 -0.862
Br 3.582 -2.418 1.588
C 3.018 -3.791 0.320
C 2.567 -3.178 -0.980
Br 0.789 -2.398 -0.819
H 2.237 -4.385 0.819
H 3.898 -4.413 0.166
H 2.473 -3.944 -1.751
H 3.230 -2.387 -1.338
Li -1.756 4.828 -5.534
O 6.560 -3.019 -0.726
C 7.223 -2.063 -0.415
O 8.388 -1.698 -1.033
C 8.961 -0.583 -0.337
C 7.812 0.056 0.407
C 6.924 -1.127 0.724
H 9.736 -0.954 0.338
H 9.415 0.105 -1.056
H 8.128 0.615 1.288
H 7.280 0.746 -0.257
H 7.206 -1.607 1.663
H 5.868 -0.846 0.736
O 0.801 -4.768 1.985
H -0.126 -4.640 1.798
K 6.573 0.031 -1.523
C 0.973 -8.327 -1.481
C 1.278 -8.166 -2.957
O 2.314 -7.182 -3.016
S 3.244 -7.313 -1.693
O 4.400 -8.095 -2.032
O 3.338 -6.024 -1.074
O 2.245 -8.238 -0.819
H 0.342 -7.515 -1.118
H 0.496 -9.282 -1.260
H 0.407 -7.845 -3.526
H 1.671 -9.095 -3.385
C -3.893 5.735 0.929
C -2.659 5.824 0.149
N -1.686 5.895 -0.465
H -4.652 6.430 0.562
H -4.324 4.731 0.888
H -3.718 5.969 1.981
C -1.624 4.905 4.168
O -2.322 5.334 3.258
N -1.075 5.707 5.109
N -1.342 3.585 4.310
H -0.501 5.373 5.861
H -1.263 6.699 5.039
H -1.733 2.955 3.628
H -0.773 3.212 5.047
O -3.435 -6.351 -2.975
Cl -2.658 -6.644 -1.789
O -2.746 -5.536 -0.866
O -1.270 -6.853 -2.164
O -3.169 -7.844 -1.159
O -2.920 7.773 5.781
C -3.877 6.888 5.995
C -5.247 7.667 6.407
O -6.191 6.784 6.664
H -3.704 6.148 6.798
H -4.157 6.237 5.149
H -5.435 8.376 5.581
H -4.964 8.349 7.228
*
```

For the HOMO energy, the calculation gives -0.69 eV. The value obtained for the electronic energy is -10171.4293 Eh. The orbital gap comes out at 1.07 eV.


Record 5
This record from the Open Molecules 2025 dataset describes a cluster of 4 separate species, C7H22ClO13P2 in total in a non-equilibrium geometry. The level of theory is ωB97M-V with the def2-TZVPD basis set.

ORCA input file:
```
! wB97M-V def2-TZVPD RIJCOSX def2/J DEFGRID3
* xyz 0 2
Cl -2.296 -1.294 1.359
O -2.633 -1.711 0.041
O -2.070 0.112 1.164
O -3.331 -1.615 2.313
O -1.100 -2.001 1.722
C -1.171 -0.225 -3.125
O -0.156 0.720 -2.928
P 1.397 0.213 -3.087
O 2.404 1.126 -2.522
O 1.316 -1.247 -2.438
C 1.102 -1.373 -1.067
O 1.454 0.033 -4.693
C 1.089 -1.173 -5.320
H -1.982 -0.084 -2.410
H -0.861 -1.266 -3.038
H -1.651 -0.108 -4.096
H 2.037 -1.630 -0.569
H 0.361 -2.143 -0.850
H 0.698 -0.562 -0.460
H 1.573 -1.956 -4.736
H 1.262 -1.190 -6.397
H 0.016 -1.363 -5.331
C 2.230 -0.579 2.256
O 2.957 0.143 1.286
P 3.118 1.732 1.095
O 3.269 2.161 -0.307
O 1.780 2.370 1.818
C 0.530 2.170 1.199
O 4.287 2.077 2.173
C 4.131 1.885 3.561
H 3.056 -1.096 2.744
H 1.450 -1.024 1.638
H 1.830 0.318 2.728
H -0.039 1.651 1.971
H 0.465 1.697 0.220
H 0.141 3.189 1.185
H 4.261 0.958 4.118
H 3.101 2.186 3.749
H 4.649 2.654 4.135
C -6.635 -0.343 1.863
O -6.340 -1.711 2.198
H -6.977 0.312 2.665
H -5.759 0.191 1.494
H -7.376 -0.358 1.064
H -5.588 -1.848 1.617
*
```

For the HOMO energy (alpha / beta), the calculation gives -10.33 / -10.33 eV. The value obtained for the electronic energy is -2400.6039 Eh. The expectation value of S² is 0.762. The orbital gap (alpha / beta) comes out at 10.50 / 4.09 eV.


Record 6
This record from the Open Molecules 2025 dataset describes the molecule C3H4OS2 in a non-equilibrium geometry. The level of theory is ωB97M-V with the def2-TZVPD basis set.

ORCA input file:
```
! wB97M-V def2-TZVPD RIJCOSX def2/J DEFGRID3
* xyz 0 1
S 3.122 -0.259 0.006
C 1.497 0.050 -0.135
O 0.768 1.014 -0.143
C -0.644 0.713 -0.171
C -0.894 -0.721 0.192
S 0.584 -1.554 -0.218
H -0.786 1.028 -1.252
H -1.002 1.454 0.582
H -0.912 -0.661 1.340
H -1.733 -1.062 -0.202
*
```

For the HOMO energy, the calculation gives -8.37 eV. The value obtained for the electronic energy is -988.2639 Eh. As for the SMILES: S=C1OCCS1. The orbital gap comes out at 8.88 eV. For the energy above the lowest of the compared OMol25 structures with the same formula, charge and spin, the calculation gives 1.859 eV.